Density functional theory data (wB97M-V/def2-TZVPD) for the molecule C6H12N2O in a non-equilibrium geometry.

Each line ends with the Mulliken charge.
Positions of all 21 atoms, in Å:
C (1.36, -1.94, 0.30)  -0.98
N (0.18, -1.11, 0.16)  0.18
C (-1.05, -1.76, 0.56)  -1.04
C (0.36, 0.22, 0.68)  0.05
O (1.06, 0.46, 1.66)  -0.59
C (0.16, 1.18, -0.47)  0.86
N (1.33, 1.80, -1.03)  -0.63
C (-1.19, 1.28, -1.12)  -0.56
C (-1.07, 1.93, 0.25)  -0.84
H (2.23, -1.41, -0.08)  0.29
H (1.53, -2.19, 1.35)  0.33
H (1.22, -2.86, -0.28)  0.33
H (-1.19, -2.66, -0.05)  0.34
H (-1.00, -2.05, 1.61)  0.37
H (-1.91, -1.10, 0.41)  0.29
H (2.02, 2.02, -0.31)  0.31
H (1.77, 1.22, -1.75)  0.29
H (-1.84, 0.43, -1.20)  0.17
H (-1.26, 1.93, -1.99)  0.28
H (-0.95, 3.01, 0.28)  0.29
H (-1.75, 1.59, 1.02)  0.26

Computed properties:
* net charge: 0
* SMILES: CN(C)C(=O)C1(N)CC1
* energy: -11441.6264 eV
* energy above the lowest of the compared OMol25 structures with the same formula, charge and spin: 3.044 eV

---

Density functional theory data (wB97M-V/def2-TZVPD) for a structure of composition C22H45ClN2NbO6 in a non-equilibrium geometry.

Each line ends with the Mulliken charge.
Positions of all 77 atoms, in Å:
C (2.05, -0.79, 2.48)  -1.12
C (0.63, -0.44, 2.91)  0.41
C (-0.41, -1.53, 2.67)  -0.89
C (-0.38, -2.23, 1.30)  -0.97
C (-1.32, -1.65, 0.23)  0.56
C (-0.59, -0.91, -0.92)  -1.32
Nb (-0.42, 1.34, -0.64)  -0.96
C (0.84, 1.49, -2.53)  -0.86
N (2.15, 0.77, -2.36)  -0.44
C (3.14, 1.52, -1.60)  -0.25
N (-0.20, 3.44, -0.36)  -0.77
C (-0.16, 3.79, 0.85)  1.08
C (0.99, 3.51, 1.77)  -1.10
C (-1.28, 4.59, 1.49)  -1.14
C (-2.45, 1.68, -1.69)  -0.50
Cl (-2.48, 1.21, -3.45)  -0.30
C (-3.66, 0.95, -1.07)  -0.21
C (-4.05, 1.47, 0.32)  -0.76
H (2.08, -0.90, 1.40)  0.07
H (2.72, 0.05, 2.69)  0.35
H (2.45, -1.67, 2.99)  0.47
H (0.32, 0.50, 2.48)  -0.62
H (0.66, -0.27, 3.99)  0.44
H (-1.39, -1.05, 2.73)  0.31
H (-0.39, -2.27, 3.48)  0.40
H (-0.72, -3.26, 1.46)  0.33
H (0.61, -2.31, 0.87)  0.50
H (-2.11, -1.03, 0.65)  -0.11
H (-1.81, -2.50, -0.25)  0.01
H (-1.18, -1.02, -1.84)  0.50
H (0.37, -1.40, -1.09)  0.53
H (-1.31, 1.20, 0.98)  0.22
H (1.10, 0.97, 0.32)  0.37
H (1.10, 2.53, -2.69)  0.47
H (0.38, 1.07, -3.43)  0.35
H (1.99, -0.14, -1.96)  0.28
H (3.21, 1.16, -0.56)  -0.15
H (2.98, 2.59, -1.64)  0.34
H (4.13, 1.31, -2.03)  0.15
H (0.67, 2.95, 2.64)  0.28
H (1.32, 4.49, 2.15)  0.51
H (1.81, 3.05, 1.24)  0.07
H (-1.02, 4.84, 2.52)  0.36
H (-1.42, 5.52, 0.95)  0.33
H (-2.21, 4.04, 1.49)  0.18
H (-2.69, 2.73, -1.63)  0.72
H (-4.50, 1.19, -1.73)  0.51
H (-3.55, -0.13, -1.12)  0.06
H (-3.32, 2.14, 0.75)  -0.19
H (-4.12, 0.62, 1.00)  0.21
H (-5.05, 1.90, 0.31)  0.44
C (7.96, -1.73, -1.80)  -1.50
C (7.52, -0.53, -1.00)  0.54
C (8.00, -0.52, 0.44)  -0.52
O (6.97, 0.24, 1.08)  -0.33
C (5.83, 0.08, 0.36)  0.56
O (4.75, 0.42, 0.71)  -0.45
O (6.10, -0.52, -0.83)  -0.33
H (9.05, -1.74, -1.93)  0.38
H (7.66, -2.66, -1.31)  0.36
H (7.49, -1.73, -2.78)  0.37
H (7.81, 0.39, -1.51)  0.26
H (8.97, -0.05, 0.56)  0.29
H (8.02, -1.52, 0.88)  0.30
C (-6.66, -1.11, -0.64)  -1.12
C (-6.05, -2.40, -1.13)  0.48
C (-6.85, -3.65, -0.81)  -0.56
O (-5.82, -4.65, -0.75)  -0.37
C (-4.67, -4.03, -0.39)  0.57
O (-3.66, -4.57, -0.07)  -0.51
O (-4.82, -2.68, -0.46)  -0.18
H (-7.60, -0.90, -1.15)  0.42
H (-6.84, -1.16, 0.44)  0.33
H (-5.97, -0.28, -0.81)  0.01
H (-5.84, -2.33, -2.20)  0.26
H (-7.58, -3.90, -1.57)  0.31
H (-7.34, -3.59, 0.17)  0.31

Computed properties:
* net charge: -1
* energy: -52877.3138 eV

---

Density functional theory data (wB97M-V/def2-TZVPD) for a structure of composition C9H30F2Hf2O16P3 in a non-equilibrium geometry.

Each line ends with the Mulliken charge.
Positions of all 62 atoms, in Å:
Hf (-0.08, 2.59, 1.84)  1.99
Hf (-1.54, -0.77, 2.10)  1.83
O (0.76, -1.07, 2.73)  -0.07
P (1.80, -0.08, 3.11)  0.10
O (1.80, 1.32, 2.52)  -0.21
F (3.18, -0.67, 2.86)  -0.29
F (1.77, 0.12, 4.63)  -0.25
P (-0.82, 0.69, -0.27)  0.10
O (0.47, 1.72, -0.30)  -0.18
O (-0.03, 0.49, 1.13)  0.38
O (-0.93, -0.90, -0.09)  -0.38
O (-1.74, 1.28, 0.88)  -0.17
P (-2.13, 1.55, 3.96)  0.65
O (-1.92, 2.83, 3.05)  -0.73
O (-2.06, 1.82, 5.39)  -0.72
O (-0.82, 0.96, 3.32)  -0.68
O (-2.95, 0.32, 3.41)  -0.72
C (1.51, -2.89, -1.92)  -1.09
C (0.20, -3.59, -2.19)  0.66
C (0.30, -5.12, -2.16)  -1.38
O (-0.76, -3.26, -1.15)  -0.68
H (1.42, -1.80, -1.98)  0.13
H (2.29, -3.21, -2.61)  0.45
H (1.80, -3.10, -0.88)  0.25
H (-0.29, -3.33, -3.13)  0.25
H (0.22, -5.56, -1.17)  0.29
H (1.24, -5.44, -2.60)  0.36
H (-0.58, -5.48, -2.70)  0.38
H (-0.66, -2.31, -0.95)  0.45
C (3.18, 1.44, -4.34)  -1.41
C (2.77, 1.40, -2.89)  0.30
O (1.44, 1.82, -2.75)  -0.58
H (4.25, 1.29, -4.49)  0.38
H (2.95, 2.38, -4.85)  0.35
H (2.65, 0.67, -4.91)  0.31
H (3.46, 1.99, -2.28)  0.17
H (2.88, 0.36, -2.54)  0.11
H (1.07, 1.77, -1.85)  0.48
C (-0.74, -4.22, 2.30)  -0.81
O (-0.87, -3.00, 1.56)  -0.55
H (-1.04, -4.07, 3.34)  0.34
H (-1.41, -5.00, 1.94)  0.34
H (0.28, -4.60, 2.24)  0.27
H (-0.80, -3.27, 0.60)  0.43
C (-4.09, -0.85, -0.37)  -0.65
O (-3.63, -0.37, 0.91)  -0.32
H (-3.69, -0.21, -1.17)  0.22
H (-3.79, -1.88, -0.51)  0.21
H (-5.18, -0.77, -0.41)  0.36
H (-4.23, 0.34, 1.17)  0.25
C (2.50, 3.58, 0.17)  -0.74
O (1.85, 3.80, 1.48)  -0.56
H (2.66, 2.52, 0.02)  0.23
H (1.85, 4.00, -0.58)  0.25
H (3.46, 4.07, 0.20)  0.49
H (2.57, 3.89, 2.11)  0.35
C (-2.31, 4.41, -0.02)  -0.65
O (-0.95, 3.89, 0.04)  -0.40
H (-2.68, 4.25, -1.03)  0.34
H (-2.92, 3.88, 0.71)  0.22
H (-2.32, 5.47, 0.23)  0.25
H (-0.60, 3.88, -0.86)  0.27

Computed properties:
* net charge: +1
* energy: -78497.9343 eV
* energy above the lowest of the compared OMol25 structures with the same formula, charge and spin: 0.000 eV

---

Density functional theory data (wB97M-V/def2-TZVPD) for the molecule C4H9BrO in a non-equilibrium geometry.

Each line ends with the Mulliken charge.
Positions of all 15 atoms, in Å:
C (0.03, -1.08, -0.98)  -1.31
C (0.10, 0.09, -0.05)  1.48
C (0.89, 1.26, -0.49)  -1.52
C (0.03, -0.34, 1.41)  -1.41
O (-1.42, 0.73, -0.28)  -0.47
Br (-2.73, -0.34, 0.26)  -0.02
H (-0.48, -0.64, -1.81)  0.42
H (1.04, -1.34, -1.15)  0.43
H (-0.62, -1.98, -0.61)  0.28
H (1.22, 1.98, 0.32)  0.33
H (0.35, 1.95, -1.09)  0.39
H (1.78, 1.09, -1.08)  0.34
H (-0.43, 0.43, 2.14)  0.35
H (-0.76, -1.19, 1.60)  0.32
H (1.00, -0.63, 1.81)  0.37

Computed properties:
* net charge: 0
* SMILES: CC(C)(C)OBr
* energy: -76381.3358 eV
* energy above the lowest of the compared OMol25 structures with the same formula, charge and spin: 2.444 eV

---

Density functional theory data (wB97M-V/def2-TZVPD) for a cluster of 5 separate species, H10O5 in total.

Each line ends with the Mulliken charge.
Positions of all 15 atoms, in Å:
O (1.97, -2.22, 1.24)  -0.66
H (1.13, -2.45, 1.66)  0.33
H (2.47, -1.78, 1.94)  0.32
O (-0.27, -0.56, -0.59)  -0.59
H (-0.04, -1.25, -1.21)  0.30
H (0.45, -0.55, 0.06)  0.30
O (-3.37, 0.54, -1.27)  -0.64
H (-3.07, 1.43, -1.49)  0.33
H (-2.59, 0.00, -1.37)  0.29
O (-1.46, 1.10, 1.84)  -0.63
H (-0.74, 0.73, 2.36)  0.29
H (-1.64, 0.44, 1.15)  0.33
O (2.08, 1.76, -1.47)  -0.62
H (2.18, 0.88, -1.85)  0.31
H (2.91, 1.93, -1.01)  0.31

Computed properties:
* net charge: 0
* SMILES: O.O.O.O.O
* energy: -10399.6318 eV
* energy above the lowest of the compared OMol25 structures with the same formula, charge and spin: 1.218 eV

---

Density functional theory data (wB97M-V/def2-TZVPD) for a structure of composition C3HLaO2 in a non-equilibrium geometry.

Each line ends with the Mulliken charge.
Positions of all 7 atoms, in Å:
C (2.08, -0.51, 0.26)  -0.04
H (2.84, -1.21, 0.55)  0.41
C (1.18, 0.23, -0.07)  -0.15
O (0.28, 1.10, -0.72)  -0.17
C (-0.84, 0.98, 0.08)  0.23
La (-4.05, -0.51, 0.05)  2.17
O (-1.48, -0.08, -0.15)  -0.47

Computed properties:
* net charge: +2
* energy: -8054.9133 eV
* energy above the lowest of the compared OMol25 structures with the same formula, charge and spin: 4.822 eV